Below is C18H18N2O3S in the gas phase in a non-equilibrium geometry, with properties calculated with ωB97M-V/def2-TZVPD.

```
42
Properties=species:S:1:pos:R:3:forces:R:3:lowdin_charge:R:1
O 2.951 -1.724 1.724 0.5 -2.2 0.0 0.13
N -0.565 0.411 0.334 1.0 -0.5 -2.7 0.09
O 0.582 -1.167 -2.276 -0.2 1.3 -0.8 0.01
O -4.450 0.994 -0.571 1.2 -1.9 -0.6 -0.21
S 0.502 0.558 2.666 0.5 0.4 -0.9 1.10
C 2.815 -0.543 1.627 -0.7 0.0 0.4 -0.47
C -0.739 0.932 1.478 -0.1 0.0 1.3 -0.67
C 1.510 -1.241 -3.343 -1.5 -2.2 0.0 -0.10
C 2.760 -1.190 -2.881 1.3 1.3 0.8 -0.08
C 2.620 -0.723 -1.537 -0.9 0.5 2.4 -0.02
C 0.729 -0.105 0.140 -0.1 -0.8 1.5 -0.15
C 1.244 -0.719 -1.165 3.6 0.7 -0.7 -0.14
C 1.479 -0.047 1.329 -2.0 0.4 -1.9 -0.40
C 6.076 1.997 2.536 0.1 -1.7 0.6 -0.07
C 4.897 2.529 2.045 0.8 1.3 -0.3 -0.10
C 6.152 0.608 2.717 0.0 -0.9 0.7 -0.06
C 3.861 1.736 1.648 -1.7 -0.5 0.8 -0.02
C 5.042 -0.223 2.463 1.5 0.5 0.5 -0.01
C 3.906 0.356 1.941 0.5 1.0 -0.8 -0.18
N -1.793 1.720 1.798 0.7 -1.4 -4.0 0.01
C -3.789 0.186 -1.569 0.2 -0.2 -1.4 -0.11
C -4.962 1.045 1.708 1.1 -0.4 0.8 -0.06
C -2.747 2.058 0.694 -0.7 -1.5 2.5 -0.08
C -3.802 0.830 0.699 -0.4 1.3 -0.2 -0.38
H 1.181 -1.642 -4.323 -0.3 0.5 1.1 0.13
H 3.737 -1.333 -3.385 -1.1 0.2 0.2 0.12
H 3.437 -0.323 -0.880 -0.9 -0.7 -0.8 0.12
H 6.905 2.574 2.913 0.0 0.4 -0.3 0.10
H 4.790 3.605 1.954 0.1 -0.1 0.0 0.11
H 7.020 0.099 3.203 -0.6 0.9 -0.6 0.12
H 2.901 2.229 1.357 1.0 -0.7 -0.1 0.13
H 5.097 -1.294 2.732 -0.2 0.8 -0.4 0.13
H -1.788 2.059 2.684 -0.5 1.6 2.6 0.08
H -2.694 -0.079 -1.371 -1.4 0.8 0.0 0.09
H -3.874 0.702 -2.574 0.2 -0.3 1.2 0.10
H -4.312 -0.783 -1.730 0.1 0.5 0.5 0.08
H -5.537 1.947 1.415 0.6 -0.3 0.5 0.08
H -5.698 0.220 1.660 0.6 0.2 0.1 0.08
H -4.496 1.071 2.759 -1.0 0.3 -1.4 0.10
H -2.270 2.062 -0.316 -0.1 0.3 1.1 0.12
H -3.187 3.037 1.052 0.1 -1.2 -1.1 0.14
H -3.266 -0.206 0.869 -0.9 2.1 -0.6 0.17
```
Positions in Å, forces in eV/Å.

For the total energy, the calculation gives -1430.00903 Eh. The calculation puts the lowest unoccupied orbital energy at -0.06 eV. As for the HOMO energy: -0.281 Ha. The HOMO-LUMO gap is 7.58 eV. As for the SMILES: CO[C@H](C)CNc1nc(-c2ccco2)c(C(=O)c2ccccc2)s1. As for the energy relative to the best compared isomer or geometry (same formula, charge and spin): 119.0 kcal per mole.



Below is 2 unconnected molecules or ions with the total composition C16H31N2O8P in a non-equilibrium geometry, with properties calculated with ωB97M-V/def2-TZVPD.

```
58
Properties=species:S:1:pos:R:3:forces:R:3:lowdin_charge:R:1
C 4.288 2.353 2.106 0.0 -0.5 0.3 -0.14
C 4.557 0.736 1.968 0.5 0.3 -0.2 -0.23
C 3.166 -0.161 1.968 1.7 0.0 -0.6 -0.21
O 1.934 0.665 2.101 -0.2 -2.7 0.2 -0.21
C 0.843 -0.313 2.329 1.2 -1.4 -0.1 -0.17
C -0.456 -0.123 1.348 2.1 1.2 -1.7 -0.27
C 0.157 0.291 -0.152 2.9 1.3 -8.5 -0.07
N 0.591 0.540 -1.371 -4.1 -2.3 11.9 0.16
C -1.473 1.093 1.763 -0.5 0.9 -0.4 -0.37
O -2.701 0.936 0.969 1.0 -0.2 1.3 -0.07
C -0.768 2.514 1.236 3.9 7.4 -2.8 -0.06
N -0.183 3.624 0.849 -5.6 -10.5 3.8 0.13
C -1.716 1.281 3.373 0.0 0.0 0.9 -0.13
C -3.267 1.614 3.805 0.3 -0.1 0.9 -0.18
C -3.821 3.077 3.315 0.9 0.1 -0.6 -0.16
C -4.885 3.039 2.068 -0.6 2.0 -0.5 -0.26
O -5.743 1.846 2.012 1.0 0.3 -2.1 -0.15
P -1.362 -1.819 1.051 -4.1 -2.2 0.8 0.79
O -2.476 -2.096 2.148 4.1 1.2 -3.8 -0.35
O -2.070 -1.663 -0.570 0.6 -0.7 3.3 -0.22
O -0.276 -3.178 0.966 -0.7 3.8 -1.2 -0.19
H 5.288 2.972 1.905 -2.3 -1.5 0.4 0.09
H 3.462 2.631 1.308 1.7 -0.3 1.8 0.09
H 3.910 2.575 3.215 0.7 -0.3 -2.6 0.09
H 5.145 0.567 0.953 -1.4 0.2 2.0 0.11
H 5.282 0.320 2.820 -1.7 1.1 -1.8 0.11
H 3.133 -0.713 0.912 -0.2 0.9 2.4 0.14
H 3.292 -0.938 2.861 -0.7 1.6 -1.9 0.14
H 1.312 -1.376 2.057 -1.4 2.1 0.6 0.12
H 0.604 -0.355 3.474 0.0 0.3 -2.3 0.15
H -3.334 0.268 1.364 1.3 1.0 0.0 0.11
H -1.019 2.177 3.741 -1.4 -2.1 -0.8 0.14
H -1.423 0.284 3.959 -0.6 2.2 -1.5 0.13
H -3.275 1.634 4.998 0.2 -0.2 -2.6 0.13
H -3.929 0.699 3.498 1.0 2.0 0.5 0.11
H -4.228 3.727 4.225 0.6 -1.7 -2.0 0.12
H -2.868 3.677 2.921 -2.1 -1.2 0.8 0.12
H -4.375 3.251 1.010 -0.8 -0.8 2.5 0.13
H -5.620 3.966 2.231 1.6 -1.9 -0.3 0.12
H -5.875 1.611 1.026 0.4 0.7 2.5 0.12
H -3.040 -1.938 -0.536 1.8 0.4 0.3 0.10
H 0.419 -3.007 0.251 -1.3 -0.4 1.1 0.10
C 2.702 -1.443 -6.352 -0.2 0.1 -0.2 -0.11
O 1.335 -1.813 -6.501 0.3 -0.4 0.3 -0.20
C 1.104 -3.181 -6.149 -0.5 0.4 0.1 -0.20
C 0.489 -3.299 -4.751 0.6 -0.2 0.0 -0.20
O 1.411 -2.882 -3.741 -0.3 0.2 -0.4 -0.20
C 1.135 -1.566 -3.269 0.2 -0.2 0.1 -0.15
H 2.770 -0.352 -6.413 -0.1 -0.2 0.0 0.09
H 3.111 -1.763 -5.391 0.0 0.0 0.0 0.08
H 3.291 -1.879 -7.167 0.1 0.0 0.1 0.09
H 2.029 -3.766 -6.223 -0.1 0.1 0.1 0.12
H 0.395 -3.583 -6.880 0.0 0.0 0.0 0.12
H 0.258 -4.352 -4.557 0.0 0.0 0.0 0.12
H -0.448 -2.733 -4.684 0.1 0.0 -0.1 0.13
H 0.255 -1.587 -2.620 0.0 0.1 -0.1 0.05
H 0.971 -0.863 -4.090 0.0 0.0 0.1 0.09
H 1.993 -1.225 -2.685 -0.1 -0.1 -0.1 0.07
```
Positions in Å, forces in eV/Å.

For the total energy, the calculation gives -1680.69279 Eh. The calculation puts the lowest unoccupied orbital energy at -0.23 eV. As for the HOMO energy: -0.336 Ha. The HOMO-LUMO gap is 8.91 eV. As for the SMILES: CCCOC[C@](C#N)([C@](O)(C#N)CCCCO)P(=O)(O)O.COCCOC.



Below is a molecular structure, C44H30AsF3IO3OsS in a non-equilibrium geometry, with properties calculated with ωB97M-V/def2-TZVPD.

```
84
Properties=species:S:1:pos:R:3:forces:R:3:lowdin_charge:R:1
Os 1.483 1.541 1.188 -0.4 -0.6 1.8 1.09
I 4.102 1.978 1.242 0.5 -0.3 1.3 1.17
C 4.073 1.372 3.323 0.4 0.1 -0.1 -0.53
C 5.255 1.362 4.024 -0.2 0.2 -0.7 -0.14
C 5.273 0.975 5.369 -0.3 -0.1 0.3 -0.07
C 4.098 0.654 5.990 0.3 0.1 -0.1 -0.02
C 2.870 0.704 5.298 0.1 0.1 -0.3 -0.17
C 1.668 0.462 5.992 -0.4 0.0 -0.2 -0.03
C 0.468 0.553 5.342 0.3 -0.1 0.3 -0.07
C 0.428 0.800 3.967 0.3 0.1 -0.6 -0.12
C 1.570 1.048 3.207 -0.2 0.2 -0.4 -0.31
C 2.828 1.036 3.908 0.0 0.0 0.0 -0.25
H 6.172 1.670 3.548 0.1 0.0 -0.1 0.10
H 6.212 0.948 5.901 0.0 0.0 0.1 0.11
H 4.085 0.395 7.038 0.0 -0.1 0.1 0.12
H 1.714 0.220 7.043 0.0 0.0 0.1 0.12
H -0.461 0.429 5.876 -0.1 -0.1 0.1 0.11
H -0.543 0.803 3.488 0.1 0.1 0.0 0.07
F -7.826 2.018 1.029 0.0 0.0 0.2 0.15
C -7.216 1.656 -0.111 -0.1 0.0 0.0 -0.60
F -7.781 0.496 -0.485 0.1 -0.3 -0.1 0.14
F -7.544 2.565 -1.033 0.1 0.2 -0.2 0.15
C -5.730 1.525 0.080 0.0 0.0 -0.1 -0.11
C -5.272 0.580 0.992 0.0 0.1 -0.1 0.00
C -3.922 0.473 1.248 0.0 0.2 -0.1 -0.02
C -3.018 1.309 0.581 -0.6 0.0 -0.1 -0.24
C -3.488 2.234 -0.359 0.1 -0.2 0.2 0.00
C -4.842 2.345 -0.605 -0.3 -0.1 0.1 0.01
C -1.641 1.254 0.868 0.9 -0.1 0.4 -0.08
C -0.451 1.252 1.155 -0.3 0.3 -0.7 -0.24
H -5.980 -0.054 1.504 -0.1 -0.1 0.1 0.13
H -3.559 -0.245 1.965 0.1 0.0 0.1 0.11
H -2.783 2.867 -0.875 0.1 0.1 0.0 0.12
H -5.208 3.071 -1.315 -0.1 0.0 0.0 0.12
C -2.458 3.410 -5.522 0.0 0.1 0.0 -0.04
C -1.422 3.281 -4.453 0.1 0.0 0.1 -0.26
C -1.403 2.175 -3.607 0.1 0.1 0.0 -0.03
C -0.404 2.037 -2.660 -0.1 -0.2 0.0 -0.08
C 0.580 3.001 -2.560 0.4 -0.3 0.3 -0.27
C 0.558 4.130 -3.356 0.1 0.1 0.0 -0.03
C -0.447 4.266 -4.298 0.1 -0.1 0.2 -0.02
S 1.824 2.763 -1.317 -0.3 0.5 -0.4 0.43
O 1.802 1.294 -1.025 -0.2 0.0 -0.4 -0.60
O 3.113 3.222 -1.739 0.0 0.1 -0.3 -0.30
O 1.319 3.427 -0.093 -0.1 0.0 -0.1 -0.44
H -3.122 2.552 -5.519 -0.1 0.0 -0.1 0.08
H -1.986 3.484 -6.499 0.0 -0.1 -0.1 0.09
H -3.037 4.321 -5.387 -0.2 0.0 0.0 0.09
H -2.174 1.421 -3.677 -0.1 -0.1 -0.1 0.11
H -0.375 1.186 -1.995 -0.1 0.0 0.1 0.09
H 1.327 4.877 -3.228 0.1 0.1 -0.1 0.12
H -0.478 5.148 -4.922 0.0 0.1 -0.1 0.12
C -3.108 -2.463 -0.134 0.1 0.0 -0.1 -0.08
C -2.466 -1.940 -1.243 -0.1 0.0 0.0 -0.06
C -1.122 -1.613 -1.179 0.4 0.1 0.0 -0.10
C -0.412 -1.784 0.001 -0.1 -0.2 -0.2 -0.37
C -1.073 -2.273 1.125 0.4 0.1 0.0 -0.11
C -2.406 -2.631 1.050 -0.1 -0.1 0.0 -0.08
As 1.500 -1.366 0.118 -0.1 -0.2 0.6 1.39
C 2.116 -1.801 -1.676 -0.5 0.8 -0.1 -0.26
C 1.991 -1.045 -2.824 -0.3 0.2 0.8 -0.05
C 2.532 -1.496 -4.019 -0.1 0.3 0.0 0.01
C 3.239 -2.687 -4.060 0.4 -1.0 0.3 -0.02
C 3.353 -3.464 -2.922 0.5 -0.2 -1.3 0.02
C 2.771 -3.048 -1.728 -0.3 -1.0 1.6 -0.14
C 2.686 -3.847 -0.511 0.0 1.0 -1.5 -0.15
C 3.054 -5.186 -0.391 0.3 -1.3 0.4 0.02
C 2.785 -5.876 0.777 0.5 -0.2 -1.0 -0.03
C 2.176 -5.236 1.847 -0.1 0.2 0.3 0.00
C 1.846 -3.889 1.759 -0.1 0.7 -0.1 -0.05
C 2.070 -3.204 0.579 -0.6 0.7 0.6 -0.25
H -4.147 -2.745 -0.196 -0.1 0.0 0.0 0.11
H -3.012 -1.807 -2.164 0.0 0.0 -0.1 0.11
H -0.609 -1.241 -2.057 -0.1 0.0 -0.1 0.09
H -0.532 -2.391 2.055 -0.1 0.0 0.1 0.09
H -2.904 -3.055 1.909 0.0 0.0 0.1 0.11
H 1.495 -0.088 -2.785 0.0 0.0 0.0 0.09
H 2.404 -0.900 -4.911 0.1 0.0 -0.1 0.13
H 3.678 -3.020 -4.987 0.1 -0.1 0.0 0.12
H 3.877 -4.405 -2.963 0.1 -0.1 -0.1 0.12
H 3.528 -5.701 -1.212 0.0 -0.1 -0.1 0.12
H 3.056 -6.920 0.858 0.0 0.0 0.0 0.12
H 1.971 -5.789 2.751 0.0 0.0 0.1 0.13
H 1.411 -3.377 2.608 0.0 -0.1 0.0 0.11
```
Positions in Å, forces in eV/Å.

For the total energy, the calculation gives -5241.98201 Eh. Its expectation value of S² is 6.085. The calculation puts the lowest unoccupied orbital energy (spin up / spin down) at -3.56 / -7.21 eV. As for the spin multiplicity: 5. As for the HOMO energy (spin up / spin down): -0.363 / -0.371 Ha. The HOMO-LUMO gap (spin up / spin down) is 6.31 / 2.87 eV. As for the energy relative to the best compared isomer or geometry (same formula, charge and spin): 17.9 kcal per mole. Its total charge is +1.



Below is a gas-phase ion, C33H28F2P (charge +1) in a non-equilibrium geometry, with properties calculated with ωB97M-V/def2-TZVPD.

```
64
Properties=species:S:1:pos:R:3:forces:R:3:lowdin_charge:R:1
C 5.109 2.420 2.815 0.1 0.1 0.2 -0.02
C 3.768 1.798 2.563 -0.3 -0.4 -0.5 -0.20
C 2.708 2.554 2.058 0.0 0.6 0.4 -0.19
F 2.875 3.920 2.051 -0.3 -1.2 -0.2 0.06
C 1.497 2.018 1.632 0.0 0.5 -0.3 0.02
C 1.284 0.639 1.664 -0.1 -0.6 0.2 -0.21
C -0.044 -0.070 1.145 -0.2 0.5 3.0 -0.23
C -1.342 0.609 1.737 -0.2 -0.3 0.5 -0.18
C -1.392 1.831 2.435 0.1 0.2 -0.3 0.04
C -2.622 2.398 2.754 -0.1 0.3 0.7 -0.19
F -2.634 3.631 3.371 0.2 -1.1 -0.6 0.06
C -3.846 1.765 2.571 0.3 -0.5 -0.5 -0.20
C -5.152 2.453 2.810 -0.3 0.0 0.3 -0.03
C -3.761 0.430 2.132 0.4 0.5 0.2 -0.01
C -2.534 -0.127 1.765 -0.1 -0.3 -0.3 -0.06
C 2.264 -0.114 2.336 0.0 -0.3 -0.2 -0.06
C 3.494 0.436 2.737 -0.4 0.0 -0.4 -0.01
H 5.862 1.656 3.004 -0.1 0.0 0.0 0.08
H 5.439 3.020 1.957 -0.2 -0.1 0.2 0.10
H 5.083 3.071 3.692 0.0 0.1 -0.1 0.09
H 0.688 2.700 1.384 0.5 0.0 -0.5 0.12
H -0.014 -1.063 1.637 0.0 0.3 0.1 0.12
H -0.510 2.339 2.815 -0.3 0.0 -0.4 0.12
H -5.968 1.728 2.783 0.1 0.1 -0.1 0.08
H -5.192 2.931 3.793 0.1 0.1 -0.2 0.09
H -5.347 3.220 2.048 0.1 -0.2 0.2 0.10
H -4.667 -0.172 2.102 0.2 0.1 0.0 0.12
H -2.489 -1.202 1.576 -0.2 0.4 -0.4 0.09
H 2.083 -1.175 2.516 0.2 0.2 -0.2 0.12
H 4.276 -0.223 3.129 -0.4 0.3 0.0 0.13
C -3.322 -3.467 -2.418 0.0 0.1 0.3 -0.05
C -2.944 -3.652 -1.080 0.2 0.2 -0.1 -0.05
C -1.993 -2.802 -0.503 -0.1 0.3 -0.2 -0.10
C -1.496 -1.700 -1.236 -0.4 -0.8 0.4 -0.29
P -0.121 -0.698 -0.547 0.8 -0.2 -2.8 1.15
C 1.277 -1.793 -0.879 0.8 -0.2 -0.1 -0.30
C 2.567 -1.310 -0.578 -0.2 0.0 0.1 -0.08
C 3.693 -2.070 -0.885 -0.4 0.1 0.0 -0.05
C 3.541 -3.263 -1.593 0.0 0.1 0.3 -0.06
C 2.290 -3.689 -2.016 -0.4 0.2 0.0 -0.06
C 1.155 -2.957 -1.672 -0.3 0.3 0.3 -0.06
C 0.084 0.550 -1.824 -0.4 0.2 -0.3 -0.32
C -0.850 1.603 -1.855 0.4 -0.1 -0.3 -0.07
C -0.846 2.462 -2.957 0.1 -0.2 0.2 -0.05
C 0.049 2.239 -4.010 0.0 0.1 0.2 -0.05
C 0.915 1.148 -4.017 0.0 -0.1 0.3 -0.05
C 0.920 0.284 -2.928 -0.1 0.0 0.3 -0.07
C -1.833 -1.592 -2.606 0.3 0.5 0.4 -0.06
C -2.748 -2.461 -3.192 0.1 0.0 0.4 -0.05
H -4.075 -4.107 -2.858 0.1 -0.1 0.0 0.11
H -3.392 -4.455 -0.488 0.3 0.3 -0.3 0.12
H -1.597 -3.012 0.500 -0.4 0.1 -0.4 0.12
H 2.671 -0.312 -0.134 0.1 -0.6 -0.1 0.11
H 4.676 -1.719 -0.570 -0.2 -0.1 -0.2 0.12
H 4.404 -3.861 -1.818 0.3 -0.1 -0.1 0.11
H 2.164 -4.591 -2.616 0.2 0.3 0.2 0.12
H 0.176 -3.256 -2.067 0.5 0.0 0.4 0.11
H -1.595 1.692 -1.053 0.4 0.2 -0.3 0.12
H -1.542 3.300 -2.990 0.2 -0.2 -0.1 0.12
H 0.083 2.928 -4.840 -0.1 0.1 -0.1 0.11
H 1.598 0.949 -4.844 -0.3 0.2 0.2 0.12
H 1.525 -0.628 -2.955 -0.1 0.6 0.1 0.11
H -1.338 -0.849 -3.236 -0.4 -0.1 0.3 0.11
H -3.011 -2.332 -4.245 0.1 -0.1 0.4 0.12
```
Positions in Å, forces in eV/Å.

For the total energy, the calculation gives -1815.15585 Eh. The calculation puts the lowest unoccupied orbital energy at -2.76 eV. As for the HOMO energy: -0.430 Ha. The HOMO-LUMO gap is 8.94 eV. As for the energy relative to the best compared isomer or geometry (same formula, charge and spin): 0.0 kcal per mole. Its total charge is +1.



Below is a gas-phase ion, C4H12N2O (charge +2) in a non-equilibrium geometry, with properties calculated with ωB97M-V/def2-TZVPD.

```
19
Properties=species:S:1:pos:R:3:forces:R:3:lowdin_charge:R:1
O 2.652 -0.616 0.044 -2.3 2.8 -1.0 0.12
C 2.126 0.478 -0.147 2.1 -1.2 2.8 -0.14
C 0.654 0.840 0.401 2.5 1.2 -1.6 -0.20
C -0.284 0.042 -0.459 -2.1 -1.1 -0.8 -0.16
C -0.656 -1.176 0.377 0.5 -2.5 1.5 -0.12
N -1.688 -2.225 -0.102 0.6 1.1 -2.4 0.21
N 0.399 2.338 0.009 -2.4 -1.4 -0.3 0.22
H 2.767 1.388 -0.379 -0.5 -0.8 -0.5 0.16
H 0.689 0.790 1.525 -0.5 -0.2 -1.2 0.19
H -1.201 0.621 -0.666 0.1 -0.2 0.3 0.14
H 0.103 -0.203 -1.498 0.0 0.1 1.4 0.17
H 0.232 -1.888 0.562 -0.9 1.6 -0.1 0.17
H -1.085 -0.875 1.348 0.6 0.0 -0.3 0.15
H -2.690 -2.029 0.081 0.6 0.0 -0.4 0.19
H -1.478 -2.386 -1.121 -1.0 0.2 0.7 0.20
H -1.445 -3.121 0.277 0.0 -0.7 0.9 0.16
H -0.333 2.697 0.678 0.7 0.0 -1.0 0.20
H 1.198 2.919 0.070 1.4 0.9 0.3 0.14
H 0.039 2.405 -1.002 0.5 0.0 1.8 0.21
```
Positions in Å, forces in eV/Å.

For the total energy, the calculation gives -343.67122 Eh. The calculation puts the lowest unoccupied orbital energy at -7.43 eV. As for the HOMO energy: -0.666 Ha. The HOMO-LUMO gap is 10.69 eV. As for the SMILES: [NH3+]CC[C@H]([NH3+])C=O. As for the energy relative to the best compared isomer or geometry (same formula, charge and spin): 31.9 kcal per mole. Its total charge is +2.